1.
A molecular structure, C23H41FHfP2 in a non-equilibrium geometry. Source: the Open Molecules 2025 dataset; level of theory: ωB97M-V/def2-TZVPD.

```
68
Properties=species:S:1:pos:R:3:mulliken_charge:R:1
Hf -0.8952 1.6527 0.8077 0.58
C 1.0051 2.9761 0.6552 1.41
C -0.1055 3.4929 -0.1250 -0.25
C -0.6368 3.7202 2.1285 0.51
C 0.5966 3.0044 2.0337 0.14
C -1.0821 3.9821 0.8002 1.23
C 2.1524 2.1961 0.1057 -0.76
H 2.1494 2.2405 -0.9930 0.26
H 2.1404 1.1531 0.4671 -0.15
H 3.1436 2.5882 0.4605 0.43
C 1.2923 2.4059 3.1862 -1.56
H 1.9716 1.6029 2.8664 0.30
H 0.5980 2.0066 3.9447 0.42
H 1.8470 3.2344 3.6590 0.39
C -1.2554 4.3474 3.3282 -1.85
H -1.1270 5.4420 3.2675 0.37
H -0.8419 3.9706 4.2725 0.40
H -2.3282 4.1444 3.4185 0.39
C -2.2655 4.8020 0.4221 -1.28
H -2.0168 5.2596 -0.5704 0.35
H -2.4468 5.5366 1.2266 0.36
H -3.2370 4.2217 0.3701 0.24
C -0.3921 3.3156 -1.5429 -1.50
H -0.8491 4.2450 -1.9094 0.54
H -1.1562 2.5547 -1.7863 0.37
H 0.4671 2.9848 -2.1378 0.25
C 2.6662 -2.2698 1.4238 -0.67
C 3.3729 -1.2156 0.9652 -0.47
C 3.5645 -1.0415 -0.5702 -0.91
C 2.2135 -1.1091 -1.4267 -1.40
C 0.8664 -1.0079 -0.8094 1.07
C 0.1146 -1.6157 0.3439 -0.20
C 0.3966 -3.0406 0.8547 -1.03
C 1.8969 -3.2686 0.6131 -0.07
H 4.2759 -1.7901 -1.0172 0.42
H 2.2422 -1.9832 -2.1676 0.37
H 4.0838 -0.0914 -0.8420 0.35
H 2.0658 -3.1652 -0.4514 -0.21
H 2.7671 -2.5362 2.4835 0.44
H 4.2054 -0.8550 1.6440 0.41
H 2.1467 -4.3039 0.8581 0.57
H 0.1304 -3.1339 1.9511 0.43
H -0.0041 -0.9759 1.2755 0.44
H -0.2862 -3.8013 0.4327 0.34
H 2.2938 -0.2348 -2.1364 0.51
H 0.4540 0.0273 -0.9860 -0.53
P -0.2777 -2.8810 -2.0765 0.86
C 0.3982 -4.6024 -2.0288 -1.33
C -0.7873 -2.7024 -3.8215 -1.30
P -1.9147 -1.3373 -0.2183 0.77
C -1.9118 -2.9517 -1.1657 -1.59
C -2.4460 -0.2967 -1.6587 -1.18
C -3.1663 -1.5058 1.1047 -1.20
H 0.0635 -5.1992 -1.1701 0.40
H 1.4983 -4.6191 -2.0100 0.38
H 0.0887 -5.1338 -2.9401 0.44
H -1.0867 -3.6861 -4.2027 0.49
H 0.0618 -2.3325 -4.4122 0.39
H -1.6203 -1.9934 -3.9150 0.37
H -3.6904 -2.4777 1.0063 0.47
H -3.8849 -0.6743 1.0264 0.36
H -2.6463 -1.4291 2.0827 0.40
H -1.9689 -3.8560 -0.5326 0.58
H -2.7198 -3.0994 -1.9079 0.67
H -3.0656 0.5176 -1.2391 0.46
H -3.0798 -0.9195 -2.3463 0.47
H -1.5774 0.1245 -2.2290 0.28
F -2.4609 1.3877 1.8596 -0.63
```

As for the HOMO-LUMO gap (spin up / spin down): 4.701 / 4.714 eV. For the energy relative to the best compared isomer or geometry (same formula, charge and spin), the calculation gives 587.8 kJ/mol. The lowest unoccupied orbital energy (spin up / spin down) is -7.23 / -7.22 eV. Its net charge is +2.

***

2.
A molecular structure, C23H41IP2Tb in a non-equilibrium geometry. Source: the Open Molecules 2025 dataset; level of theory: ωB97M-V/def2-TZVPD.

```
68
Properties=species:S:1:pos:R:3:mulliken_charge:R:1
Tb -0.3708 -0.8937 0.9810 0.14
C -0.0614 0.1342 3.6332 0.53
C -1.2115 0.7237 2.9918 0.64
C -1.7486 -1.4424 3.5769 0.53
C -0.4092 -1.2028 3.9967 0.54
C -2.2453 -0.2694 2.9472 0.38
C 1.1649 0.8509 4.0445 -1.66
H 1.4527 1.6206 3.3109 0.26
H 2.0017 0.1507 4.1358 0.44
H 1.0326 1.3519 5.0261 0.30
C 0.4320 -2.1507 4.7461 -1.41
H 1.3884 -1.7043 5.0303 0.41
H 0.6375 -3.0372 4.1245 0.19
H -0.0599 -2.5067 5.6686 0.30
C -2.4857 -2.7087 3.8562 -1.37
H -2.5250 -2.9467 4.9333 0.30
H -1.9911 -3.5467 3.3390 0.18
H -3.5170 -2.6336 3.4866 0.38
C -3.6592 -0.0635 2.5213 -1.49
H -4.2710 0.3342 3.3515 0.29
H -4.1074 -1.0111 2.1934 0.45
H -3.7145 0.6443 1.6880 0.19
C -1.4154 2.1733 2.7120 -1.45
H -1.8916 2.6923 3.5634 0.33
H -2.0651 2.3195 1.8333 0.23
H -0.4697 2.6768 2.5076 0.38
C 2.3587 -0.1522 -2.9494 -0.30
C 2.6412 1.0519 -2.3764 -0.62
C 2.2382 2.3586 -2.9866 -1.06
C 0.8610 2.3983 -3.7026 -1.28
C -0.1774 1.5188 -3.0908 0.16
C -0.5008 0.2842 -3.5344 -0.78
C 0.3820 -0.5303 -4.4732 -1.22
C 1.8964 -0.3165 -4.3692 -1.38
H 3.0356 2.6113 -3.7143 0.41
H 0.9828 2.2289 -4.7931 0.36
H 2.2312 3.1626 -2.2364 0.40
H 2.2202 0.5258 -5.0038 0.30
H 2.5722 -1.0995 -2.4503 0.82
H 3.4741 1.1588 -1.6710 0.76
H 2.4112 -1.2090 -4.7659 0.51
H 0.1817 -1.6122 -4.3559 0.30
H -1.5434 -0.0477 -3.5976 1.55
H 0.0574 -0.2629 -5.4950 0.40
H 0.4818 3.4341 -3.6061 0.45
H -0.7579 2.0193 -2.3141 0.12
P 2.0278 -0.0849 0.1387 1.03
C 3.6431 -0.8458 -0.0678 -1.25
C 1.8515 1.7606 0.2965 -0.38
P -1.7094 -0.5912 -1.2677 1.14
C 0.8266 -0.6114 -1.0086 0.39
C -2.7856 0.8317 -1.5133 -1.23
C -2.1109 -2.0846 -2.1992 -1.06
H 3.5270 -1.9303 0.0717 0.34
H 4.3125 -0.4827 0.7302 0.40
H 4.1144 -0.6567 -1.0413 0.43
H 1.4927 2.2069 -0.6437 0.02
H 2.8191 2.2035 0.5635 0.46
H 1.1316 2.0177 1.0977 -0.25
H -1.6327 -2.0037 -3.1840 0.31
H -3.2074 -2.1799 -2.2844 0.45
H -1.7230 -2.9859 -1.6918 0.24
H 0.9292 -1.5483 -1.5706 0.43
H 0.5413 0.2335 -1.6466 -1.21
H -3.7531 0.6196 -1.0482 0.45
H -2.8849 1.0744 -2.5758 0.48
H -2.3565 1.7056 -1.0006 0.36
I 0.0103 -3.7253 1.1323 -0.42
```

As for the HOMO-LUMO gap (spin up / spin down): 4.588 / 4.824 eV. For the energy relative to the best compared isomer or geometry (same formula, charge and spin), the calculation gives 0.0 kJ/mol. The lowest unoccupied orbital energy (spin up / spin down) is -5.17 / -4.97 eV. Its net charge is +1. As for the spin multiplicity: 7.

***

3.
A molecular structure, C23H41N2P3PdS in a non-equilibrium geometry. Source: the Open Molecules 2025 dataset; level of theory: ωB97M-V/def2-TZVPD.

```
71
Properties=species:S:1:pos:R:3:mulliken_charge:R:1
Pd 1.0953 0.1573 -1.1791 -0.06
P -0.2678 2.1031 0.8900 1.21
P -1.6563 -0.5057 -0.1667 0.67
P 2.7019 1.2211 0.0843 1.03
H 2.2259 1.4610 -2.3449 0.98
C 2.6247 0.4112 -2.6019 -1.21
C 1.9314 -0.6209 -3.2499 -1.03
H 1.6131 -0.4760 -4.2794 0.52
C -0.8123 3.5707 -0.0788 -1.28
C -1.7533 1.9532 1.9904 -1.47
C 0.7298 2.8824 2.2613 -1.11
C -1.7783 -2.1922 -0.8991 -0.92
C -2.5419 -1.0736 1.3555 -1.55
C -3.0765 0.2789 -1.0268 -1.28
C 4.2922 0.6621 -0.6289 -1.60
C 3.2430 0.7438 1.7683 -1.11
C 2.8670 3.0100 -0.3854 -1.06
H 3.6845 0.4116 -2.8058 0.66
H 2.2713 -1.6301 -3.0839 0.46
H -1.1907 4.3553 0.5888 0.46
H -1.6052 3.2672 -0.7703 0.35
H 0.0093 3.9692 -0.6831 0.33
H -2.0049 2.9414 2.4010 0.61
H -1.4934 1.2811 2.8178 0.27
H -2.6109 1.5436 1.4440 0.51
H 0.1134 3.6556 2.7568 0.56
H 1.6796 3.3255 1.9188 0.28
H 0.9632 2.1004 3.0090 0.21
H -2.3426 -2.9049 -0.2796 0.53
H -0.7545 -2.5684 -1.0174 0.28
H -2.2686 -2.1545 -1.8861 0.40
H -3.6121 -1.2071 1.1847 0.55
H -2.4160 -0.3968 2.1926 0.26
H -2.0927 -2.0194 1.6786 0.54
H -4.0335 -0.1866 -0.7381 0.48
H -2.9428 0.1461 -2.1003 0.34
H -3.1047 1.3499 -0.8165 0.40
H 4.9644 0.5541 0.2079 0.52
H 4.7399 1.3578 -1.3243 0.45
H 4.1116 -0.3373 -1.0606 0.56
H 4.3121 0.9900 1.8839 0.48
H 3.1477 -0.3453 1.8758 0.61
H 2.7149 1.2325 2.5728 0.00
H 3.9174 3.1150 -0.6773 0.43
H 2.6707 3.7219 0.4156 0.40
H 2.2280 3.2469 -1.2461 0.39
C -1.1808 -3.1082 -4.0293 0.54
C -0.7346 -1.8628 -3.6136 0.01
C -1.0762 -0.6152 -4.1170 -0.19
C -2.0112 -0.6065 -5.1457 -0.76
C -2.6211 -1.8031 -5.5029 -0.76
C -2.1930 -3.0306 -5.0015 -0.18
S -0.2522 -4.4279 -3.3633 0.05
H -0.9908 -5.4751 -3.4661 0.30
H -0.1206 -1.9016 -2.6902 0.02
H -0.6035 0.2455 -3.6574 0.48
H -2.1979 0.2907 -5.6868 0.50
H -3.5118 -1.7072 -6.1255 0.46
H -2.6744 -3.9477 -5.2358 0.46
N 3.0007 0.6191 5.0452 -0.48
C 2.0104 0.0076 4.9108 -0.10
C 0.7927 -0.7415 4.7672 0.77
C -0.0479 -0.9758 5.8624 -0.35
C -1.2148 -1.7020 5.6828 -0.61
C -1.4991 -2.1838 4.3889 -0.19
N -0.6999 -1.9456 3.3639 -0.38
C 0.4140 -1.2367 3.5046 -0.36
H 0.2387 -0.5901 6.8494 0.51
H -1.9235 -1.8932 6.4824 0.48
H -2.4108 -2.7604 4.1984 0.40
H 1.0141 -1.0490 2.6116 0.35
```

As for the HOMO-LUMO gap (spin up / spin down): 5.278 / 3.180 eV. For the energy relative to the best compared isomer or geometry (same formula, charge and spin), the calculation gives 370.2 kJ/mol. The lowest unoccupied orbital energy (spin up / spin down) is -13.61 / -15.70 eV. Its net charge is +4. As for the spin multiplicity: 5.

***

4.
A molecular structure, C23H41N3O4P2V in a non-equilibrium geometry. Source: the Open Molecules 2025 dataset; level of theory: ωB97M-V/def2-TZVPD.

```
74
Properties=species:S:1:pos:R:3:mulliken_charge:R:1
V -0.2942 -1.2340 -0.1434 -0.03
P 2.2997 -1.1926 -0.5463 1.71
P -2.9967 -0.7339 -0.7537 1.20
N -0.1591 -0.5507 -1.7427 0.20
H 0.7771 -2.3582 0.2699 -0.52
C 2.9442 -2.3762 -1.7665 -1.35
H 4.0410 -2.3412 -1.7597 0.46
H 2.5725 -2.1032 -2.7611 0.26
H 2.6107 -3.3915 -1.5303 0.31
C 3.4069 -1.3311 0.8843 -1.28
H 4.4432 -1.4263 0.5347 0.46
H 3.1276 -2.2180 1.4649 0.36
H 3.3078 -0.4439 1.5230 0.12
C 2.8496 0.3849 -1.2822 -1.02
H 3.9404 0.4693 -1.2001 0.51
H 2.3738 1.2258 -0.7633 0.00
H 2.5650 0.4247 -2.3389 0.29
C -3.6922 -2.1441 -1.6927 -1.38
H -4.7888 -2.1059 -1.6887 0.43
H -3.3361 -3.0773 -1.2434 0.30
H -3.3112 -2.0810 -2.7181 0.33
C -4.1821 -0.5775 0.6310 -1.46
H -5.2044 -0.5310 0.2396 0.52
H -3.9468 0.3324 1.1928 0.32
H -4.0561 -1.4405 1.2916 0.32
C -3.4621 0.6607 -1.8481 -1.31
H -4.5460 0.8334 -1.8150 0.49
H -3.1466 0.4326 -2.8737 0.36
H -2.9306 1.5595 -1.5136 0.24
C -0.1869 0.3163 -2.7683 -0.64
C -0.2844 0.7853 -5.1625 -0.58
C -0.2838 -0.1288 -4.1234 -0.50
C -0.1351 1.7193 -2.5280 0.68
C -0.1391 2.6222 -3.5739 -0.90
C -0.2052 2.1643 -4.8991 -0.46
H -0.3459 0.4290 -6.1924 0.36
H -0.3415 -1.2083 -4.2911 0.42
H -0.0601 2.0557 -1.4922 0.40
H -0.0843 3.6917 -3.3530 0.39
H -0.1955 2.8817 -5.7232 0.35
C -0.0338 -3.5950 0.2272 2.12
O -1.0923 -2.9845 -0.4208 -0.61
C 0.6071 -4.6574 -0.6399 -2.08
H 1.5286 -5.0442 -0.1876 0.44
H 0.8221 -4.2895 -1.6490 0.48
H -0.1109 -5.4852 -0.7264 0.44
C -0.3335 -4.1002 1.6267 -1.46
H -1.4001 -4.3466 1.7171 0.25
H -0.0929 -3.3516 2.3865 0.25
H 0.2503 -5.0016 1.8371 0.50
C -1.0956 4.1547 2.0971 -1.32
C 0.2850 3.8068 2.6217 -1.00
C 0.5176 2.2893 2.7833 2.38
C 1.9227 1.9660 3.3553 -0.77
C 3.0548 2.6978 2.6553 -1.35
C -0.5252 1.7256 3.7622 -0.34
O -0.9544 2.3162 4.7403 -0.64
N -0.9496 0.4265 3.5034 0.10
C -0.8022 -0.2530 2.3175 -0.02
O -1.3237 -1.3676 2.1307 -0.66
N -0.1055 0.3397 1.3102 1.24
C 0.4050 1.6033 1.4086 -1.62
O 0.8303 2.1760 0.3920 -0.80
H -1.2362 3.7532 1.0881 0.24
H -1.8736 3.7654 2.7612 0.30
H -1.1985 5.2438 2.0513 0.47
H 1.0494 4.2007 1.9433 0.45
H 0.4423 4.2733 3.6039 0.44
H 1.9228 2.2197 4.4256 0.50
H 2.0674 0.8758 3.2940 0.31
H 3.1630 3.7149 3.0505 0.38
H 3.9992 2.1720 2.8263 0.39
H 2.8771 2.7613 1.5746 0.28
H -1.5615 0.0009 4.1896 0.32
```

As for the HOMO-LUMO gap (spin up / spin down): 6.435 / 7.010 eV. The lowest unoccupied orbital energy (spin up / spin down) is 0.26 / 0.42 eV. Its net charge is 0. As for the spin multiplicity: 2.

***

Number 1: DFT total energy -47098.5967 eV, molar mass 577.0 g mol⁻¹. Number 2: DFT total energy -73618.6353 eV, molar mass 665.4 g mol⁻¹. Number 3: DFT total energy -69627.0674 eV, molar mass 577.0 g mol⁻¹. Number 4: DFT total energy -81443.5494 eV, molar mass 536.5 g mol⁻¹.